This record from the Open Molecules 2025 dataset describes C50H39BiBrN10O2 as an isolated structure. The level of theory is ωB97M-V/def2-TZVPD.

```
103
Properties=species:S:1:pos:R:3:forces:R:3
Bi -0.485155 -0.049150 0.504369 -0.2 0.0 -0.2
C 2.174488 -5.988517 -3.122376 0.0 0.1 0.0
C 1.954454 -4.697075 -2.377476 0.1 0.0 0.0
C 3.010308 -3.869773 -2.006014 0.0 0.0 0.0
C 2.799515 -2.689829 -1.322807 0.0 0.0 0.0
C 1.520080 -2.232411 -0.951575 0.0 0.1 0.0
N 1.374090 -1.025643 -0.267389 -0.1 -0.2 0.0
C 2.519719 -0.423759 0.308048 0.0 0.1 -0.1
C 3.327464 -1.079422 1.240206 0.0 0.0 0.0
C 4.423860 -0.462306 1.811036 0.0 0.0 0.0
C 4.760346 0.855243 1.500905 0.1 0.0 0.0
C 5.945075 1.532733 2.138500 -0.1 0.0 0.0
C 3.952120 1.526797 0.598841 0.0 0.1 0.0
C 2.863636 0.897747 0.009451 -0.1 0.0 -0.1
N 2.103262 1.624577 -0.953742 0.1 -0.1 0.1
C 2.561385 2.394938 -1.961867 0.0 0.0 0.0
C 1.466888 2.868422 -2.646688 -0.1 0.0 0.0
C 0.364090 2.318749 -1.980423 0.1 0.0 0.0
N 0.762023 1.572634 -0.954554 -0.1 0.2 -0.2
C 0.456369 -3.054686 -1.374330 -0.1 0.0 0.0
C 0.689082 -4.257633 -2.042180 -0.1 0.0 0.0
N -0.934368 -2.734005 -1.184313 0.1 0.0 0.0
C -1.905193 -2.900207 -2.112271 0.1 0.0 0.0
C -3.116373 -2.744887 -1.485026 -0.1 -0.1 0.0
C -2.786139 -2.492633 -0.148394 0.0 0.0 0.1
N -1.468998 -2.498149 0.039314 0.1 0.0 -0.2
H 3.150455 -6.412547 -2.887203 0.0 0.0 0.0
H 2.137420 -5.828520 -4.202764 0.0 0.0 0.0
H 1.412900 -6.726962 -2.871518 0.0 0.0 0.0
H 4.026903 -4.157243 -2.251411 0.0 0.0 0.0
H 3.657621 -2.082359 -1.072806 0.0 0.0 0.0
H 3.088429 -2.101908 1.502691 0.0 0.0 0.0
H 5.027963 -1.010601 2.525027 0.0 0.0 0.0
H 6.675382 0.798374 2.475391 0.0 0.0 0.0
H 5.641695 2.121655 3.007404 0.0 0.0 0.0
H 6.436073 2.208722 1.438694 0.0 0.0 0.0
H 4.158477 2.564001 0.354970 0.0 0.0 0.0
H 3.617138 2.535371 -2.124327 0.0 0.0 0.0
H 1.464102 3.514788 -3.507770 0.0 0.0 0.0
H -0.686730 2.430382 -2.193011 0.0 0.0 0.0
H -0.170535 -4.871069 -2.289532 0.0 0.0 0.0
H -1.659464 -3.120568 -3.138895 0.0 0.0 0.0
H -4.096341 -2.802954 -1.927872 0.0 0.0 0.0
H -3.441777 -2.305650 0.689348 0.0 0.0 0.0
C -3.588579 2.110426 1.505224 -0.1 0.0 0.1
O -3.022371 1.462100 0.372136 -0.1 -0.1 0.0
C -3.605275 1.683459 -0.838348 0.1 0.1 0.0
C -4.692315 2.488244 -1.045405 0.0 0.0 0.0
C -5.194426 2.671710 -2.350397 -0.1 0.1 0.0
Br -6.698936 3.791858 -2.596814 0.0 0.0 0.0
C -4.606700 2.071097 -3.417796 0.1 -0.1 -0.1
C -3.472440 1.250937 -3.213506 -0.1 0.0 0.0
C -2.938277 1.022246 -1.924278 -0.2 0.0 0.0
O -1.911271 0.280140 -1.719194 0.2 0.0 0.4
C -2.820034 0.588798 -4.300677 0.2 -0.1 -0.1
N -1.716874 -0.148985 -4.154945 0.0 -0.1 -0.4
C -1.331537 -0.679909 -5.380931 -0.1 0.1 0.1
C -0.274957 -1.500564 -5.745400 0.0 0.0 0.1
C -0.186341 -1.842859 -7.083154 0.0 0.0 0.0
C -1.117849 -1.380047 -8.020525 0.0 0.0 0.0
C -2.169625 -0.558124 -7.654299 0.0 0.0 -0.1
C -2.254655 -0.217014 -6.314393 -0.1 0.0 0.1
N -3.163644 0.570534 -5.602850 0.0 0.0 -0.2
H -4.633354 1.823746 1.639082 0.0 0.0 0.0
H -3.513301 3.196043 1.415577 0.0 0.0 0.0
H -3.007815 1.784760 2.365525 0.0 0.0 0.0
H -5.179335 2.994359 -0.224431 0.0 0.0 0.0
H -5.005420 2.238713 -4.410647 0.0 0.0 0.0
H -1.365962 -0.247414 -3.191283 0.0 0.0 0.1
H 0.443910 -1.849548 -5.014296 0.0 0.0 0.0
H 0.622349 -2.480775 -7.413973 0.0 0.0 0.0
H -1.013180 -1.672242 -9.056297 0.0 0.0 0.0
H -2.886885 -0.200855 -8.381914 0.0 0.0 0.0
H -3.954755 1.050416 -5.995134 0.0 0.0 0.0
N 0.593364 2.580236 10.774446 0.0 0.0 -0.1
C 0.513819 2.292509 9.664858 0.0 0.0 0.0
C 0.417703 1.935895 8.271708 0.0 0.0 0.0
C -0.828113 1.869265 7.653188 0.0 0.0 0.1
C -0.911940 1.541581 6.311661 0.0 0.0 0.0
C 0.239978 1.269065 5.579077 0.0 0.0 0.0
C 1.480782 1.326926 6.205224 0.1 0.0 0.0
C 1.573464 1.663255 7.544553 0.0 0.0 0.0
C 0.145410 0.925704 4.132204 0.0 -0.1 -0.1
C 0.402798 -0.397717 3.781595 0.0 0.0 0.0
C 0.780086 -1.441389 4.665551 0.0 0.0 0.0
C 0.894765 -2.591134 3.915911 0.0 0.0 0.1
C 0.567241 -2.231920 2.597968 -0.1 0.1 0.0
N 0.278563 -0.932204 2.499042 0.1 -0.1 0.2
C -0.199493 1.964609 3.257490 0.0 0.1 0.0
C -0.524967 3.295766 3.620226 0.0 0.0 0.0
C -0.779620 3.985279 2.453122 0.0 0.0 -0.1
C -0.585306 3.067068 1.409130 0.2 0.0 0.0
N -0.228936 1.862425 1.866888 0.0 0.1 0.2
H -1.722404 2.073303 8.226441 0.0 0.0 0.0
H -1.879711 1.485943 5.828919 0.0 0.0 0.0
H 2.378573 1.116101 5.636691 0.0 0.0 0.0
H 2.536983 1.717537 8.033186 0.0 0.0 0.0
H 0.938659 -1.334511 5.727163 0.0 0.0 0.0
H 1.164399 -3.577304 4.259535 0.0 0.0 0.0
H 0.510610 -2.876086 1.730929 0.0 0.0 0.0
H -0.549084 3.685163 4.625926 0.0 0.0 0.0
H -1.050353 5.024183 2.347123 0.0 0.0 0.0
H -0.669152 3.254535 0.347923 0.0 0.0 0.1
```
Forces are in eV/Å.

## Properties
**HOMO-LUMO gap**: 6.56 eV
**Molecular weight**: 1100.8 u
**LUMO**: -3.179 eV
**Net charge**: +1
**E_tot**: -147356.730 eV

Mulliken atomic charge list, values in e, 8 entries: 1.874, -1.634, 0.338, -1.174, -0.896, 0.435, 0.695, -0.457

=====

This record from the Open Molecules 2025 dataset describes C29H31N3O3 in the gas phase. The level of theory is ωB97M-V/def2-TZVPD.

```
66
Properties=species:S:1:pos:R:3:forces:R:3
C 3.830567 -2.051875 -3.308563 0.0 0.0 0.1
C 2.791709 -1.204531 -2.643061 0.0 0.1 -0.1
C 3.019065 0.146718 -2.419196 -0.1 -0.1 -0.1
C 2.087048 0.923437 -1.758746 -0.3 -0.1 0.1
C 0.911128 0.350857 -1.293800 0.5 -0.2 -0.3
N -0.043143 1.146978 -0.607937 -0.2 0.0 -0.4
C 0.170851 1.725396 0.597109 0.3 0.2 0.2
O -0.686734 2.419773 1.126230 0.0 0.2 0.2
C 1.494297 1.435612 1.282803 -0.1 -0.1 0.2
C 1.772520 -0.032605 1.326136 -0.1 -0.2 0.4
C 0.893430 -1.011768 1.688737 0.1 0.5 0.1
N 1.471712 -2.241623 1.542594 -0.2 -0.3 0.0
C 2.742901 -2.081625 1.076742 0.4 0.4 -0.1
C 3.713881 -3.023327 0.761488 0.1 -0.1 0.0
C 4.929830 -2.559676 0.309745 0.0 -0.2 0.0
C 5.181097 -1.190858 0.177925 0.2 0.2 0.0
C 4.222449 -0.253672 0.486673 0.0 -0.1 0.1
C 2.978574 -0.692429 0.938077 -0.1 -0.4 0.1
C -1.395181 1.261747 -1.167180 -0.4 0.0 0.1
C -2.330438 0.303096 -0.386388 0.1 0.5 -0.2
O -2.408518 -0.885389 -0.619355 0.0 -0.4 0.1
N -3.019749 0.934455 0.575498 -0.4 0.3 0.4
C -3.897423 0.228799 1.490275 -0.3 -0.5 0.0
C -3.110110 -0.465365 2.608221 0.2 0.1 -0.2
C -2.445823 0.552484 3.530268 -0.2 -0.2 0.2
C -3.502684 1.468154 4.140166 0.2 0.2 -0.1
C -4.263543 2.198975 3.038236 -0.2 -0.2 0.2
C -4.916375 1.205327 2.077975 0.1 0.1 -0.1
C -1.408899 1.001353 -2.638470 0.6 0.7 -0.2
C -0.634610 1.517886 -3.639130 -0.4 -0.1 0.6
C -1.103837 0.934771 -4.838991 -0.4 -0.3 0.0
C -2.129850 0.118206 -4.477321 0.4 0.2 -0.7
O -2.320165 0.157063 -3.151644 -0.3 -0.2 0.3
C 0.650312 -0.988888 -1.551946 0.0 0.1 0.1
C 1.589884 -1.753680 -2.214330 0.0 0.1 0.0
H 3.378043 -2.905911 -3.806364 0.0 -0.1 -0.1
H 4.526412 -2.424848 -2.556157 0.1 -0.1 0.0
H 4.397071 -1.475208 -4.036073 0.1 0.0 -0.1
H 3.936536 0.597249 -2.769081 0.1 0.0 0.0
H 2.269366 1.976778 -1.602885 0.0 0.1 0.0
H 2.305031 1.948066 0.765218 0.0 0.0 0.0
H 1.420748 1.853908 2.291032 0.0 0.1 -0.2
H -0.116315 -0.915846 2.037957 -0.2 0.0 0.0
H 1.016069 -3.121181 1.714413 0.0 0.1 0.0
H 3.519793 -4.080568 0.867835 0.0 -0.1 0.0
H 5.708528 -3.264589 0.056553 0.0 -0.1 0.0
H 6.150628 -0.869617 -0.174085 0.1 0.0 0.0
H 4.431259 0.800897 0.384603 0.0 0.1 0.0
H -1.719283 2.295454 -0.976861 0.1 -0.3 -0.1
H -2.692511 1.845093 0.871350 0.1 -0.1 -0.3
H -4.407610 -0.536132 0.892502 0.0 0.1 0.1
H -3.799252 -1.087188 3.184015 0.0 -0.1 0.0
H -2.368762 -1.124182 2.152302 0.0 -0.1 0.0
H -1.728681 1.153810 2.967811 0.1 0.0 0.0
H -1.900131 0.032666 4.321172 0.1 0.0 0.0
H -4.201283 0.873402 4.734418 0.0 0.0 0.1
H -3.028530 2.192906 4.804430 0.0 0.0 0.1
H -3.570097 2.847332 2.498595 0.0 0.1 0.0
H -5.034917 2.836360 3.475694 0.0 0.1 -0.1
H -5.671672 0.629383 2.616422 0.0 0.0 0.0
H -5.415861 1.739682 1.267345 -0.1 -0.1 0.0
H 0.167872 2.218342 -3.534418 0.2 0.1 0.1
H -0.728289 1.105344 -5.826735 0.0 0.0 -0.2
H -2.779998 -0.514783 -5.047438 -0.1 -0.1 0.0
H -0.285317 -1.421949 -1.232702 -0.1 0.0 0.1
H 1.386977 -2.798448 -2.399709 0.0 -0.1 0.0
```
Forces are in eV/Å.

## Properties
**HOMO-LUMO gap**: 8.53 eV
**Molecular weight**: 469.6 u
**LUMO**: 0.796 eV
**ΔE to the lowest compared entry with this formula, charge and spin**: 8.2 kJ/mol
**E_tot**: -41190.536 eV

natural (NBO) atomic charge list, values in e, 8 entries: -0.631, -0.001, -0.211, -0.251, 0.249, -0.478, 0.723, -0.664

=====

This record from the Open Molecules 2025 dataset describes a 2-piece molecular cluster, C4H9NO2 overall. The level of theory is ωB97M-V/def2-TZVPD.

```
16
Properties=species:S:1:pos:R:3:forces:R:3
H -0.264723 -1.277161 -0.918831 -0.1 -0.3 0.1
N -0.689796 -0.828158 -0.106403 0.2 -0.5 0.2
C -0.153152 -1.203946 0.979812 -0.3 -0.2 -0.2
C 0.850371 -2.301656 1.150309 0.0 -0.1 0.0
H -0.469361 -0.676363 1.889535 -0.1 -0.2 -0.1
H 1.472145 -2.422968 0.257362 -0.1 0.0 0.1
H 1.490781 -2.159384 2.025513 -0.1 0.0 -0.1
H 0.274616 -3.220607 1.300149 0.2 -0.1 0.0
C -0.587566 2.015615 -1.785106 -0.2 0.1 -0.2
O 0.428316 1.494351 -0.932672 0.0 0.1 0.2
C 0.099913 1.410254 0.362463 0.1 0.5 0.4
O -0.889096 1.839773 0.893259 0.5 0.1 -0.3
H -0.076923 2.345316 -2.690359 -0.1 0.0 0.1
H -1.315543 1.231596 -2.017965 0.1 0.1 0.1
H -1.096832 2.846522 -1.295115 0.0 -0.1 -0.1
H 0.926850 0.906818 0.888050 -0.1 0.4 0.0
```
Forces are in eV/Å.

## Properties
**HOMO-LUMO gap**: 10.97 eV
**Molecular weight**: 103.1 u
**LUMO**: 0.937 eV
**ΔE to the lowest compared entry with this formula, charge and spin**: 211.8 kJ/mol
**E_tot**: -9877.865 eV

natural (NBO) atomic charge list, values in e, 8 entries: 0.330, -0.620, 0.147, -0.697, 0.178, 0.221, 0.225, 0.239

=====

This record from the Open Molecules 2025 dataset describes a 2-piece molecular cluster, C3H2N3O2 overall in a non-equilibrium geometry. The level of theory is ωB97M-V/def2-TZVPD.

```
10
Properties=species:S:1:pos:R:3:forces:R:3
C -1.476109 0.423907 -0.656419 1.5 -1.2 1.9
C -1.529947 -0.562949 0.337580 0.4 1.6 -0.6
C 2.417542 0.006982 0.124084 1.2 -0.1 0.9
N -0.220431 0.945414 -0.668250 -1.3 -0.4 -0.4
N -0.331597 -0.598389 0.920234 0.5 -0.3 0.1
N 0.415055 0.291746 0.273893 0.5 -0.3 0.7
O 2.485989 -0.288471 -1.019680 -0.1 0.1 -0.1
O 2.989500 0.161163 1.174299 -1.5 0.0 -1.1
H -2.335524 0.670539 -1.170313 -1.1 1.1 -1.6
H -2.414474 -1.049938 0.684570 -0.1 -0.6 0.2
```
Forces are in eV/Å.

## Properties
**HOMO-LUMO gap**: 9.06 eV
**Molecular weight**: 112.1 u
**LUMO**: 4.218 eV
**Net charge**: -1
**ΔE to the lowest compared entry with this formula, charge and spin**: 91.0 kJ/mol
**E_tot**: -11709.468 eV

natural (NBO) atomic charge list, values in e, 8 entries: -0.178, -0.166, 1.015, -0.298, -0.320, -0.152, -0.615, -0.638